(1)
Density functional theory data (ωB97M-V/def2-TZVPD) for C2H4I2O as an isolated structure.

Geometry (Å):
C -1.53160 -0.65004 0.49479
C 0.99699 0.25181 -0.52373
O 0.90482 1.58037 -0.34229
I 1.16528 -0.22355 -2.56222
I 2.36774 -0.75234 0.79839
H -1.68759 0.17445 1.15671
H -1.96100 -0.61872 -0.48544
H -1.15241 -1.57714 0.86574
H 0.89776 1.81516 0.59804

Highest occupied orbital energy (spin up / spin down): -0.2918 / -0.3208 Eh
Energy above the lowest of the compared OMol25 structures with the same formula, charge and spin: 81.9 kcal per mole
Frontier orbital gap (spin up / spin down): 7.670 / 8.011 eV

These are the Mulliken partial charges, in e, on atoms 1 to 6: C -0.873; C -0.144; O -0.382; I 0.084; I 0.045; H 0.316

=====

(2)
Density functional theory data (ωB97M-V/def2-TZVPD) for C32H49BrN6O2Si3V as an isolated structure.

Geometry (Å):
V -0.28718 0.63243 -0.53652
Br 3.31955 -5.39374 5.52352
C 4.13039 -3.85249 4.81177
C 4.87641 -3.02496 5.63716
C 5.48196 -1.89925 5.09947
C 5.28751 -1.58232 3.76343
C 4.56848 -2.43328 2.93262
C 3.99516 -3.57764 3.45630
N 5.96796 -0.41307 3.27587
N 5.38971 0.41153 2.56285
C 3.98205 0.34107 2.29937
C 3.02970 0.36355 3.28548
C 1.65268 0.45342 2.98365
C 1.25308 0.50622 1.67908
O -0.03956 0.55731 1.23972
C 2.21551 0.51885 0.66223
N 1.71651 0.60650 -0.61576
C 2.57497 0.66001 -1.62761
C 3.95576 0.63648 -1.43625
C 4.46404 0.53653 -0.16054
C 3.58600 0.46285 0.93752
H 5.00357 -3.27024 6.68192
H 6.10366 -1.25873 5.71137
H 4.48704 -2.22682 1.87213
H 3.45745 -4.26660 2.81972
H 3.33863 0.30111 4.32034
H 0.91890 0.45642 3.77942
H 2.15195 0.72032 -2.62129
H 4.60910 0.69834 -2.29417
H 5.53310 0.52664 0.01233
C -0.16128 1.01906 -3.89461
O -0.54712 0.36945 -2.67023
Si -1.42472 -1.12483 -2.57418
C -0.62089 -2.37385 -3.67120
C -3.10884 -0.78451 -3.28924
C -1.20616 -1.19124 -0.72463
Si 0.00973 -2.61858 -0.20425
C -0.71945 -4.24360 -0.76536
C 0.30809 -2.77270 1.63148
C 1.70149 -2.45901 -1.02211
Si -2.81963 -1.24754 0.33701
C -3.75709 0.36150 0.09266
C -2.53176 -1.38458 2.16880
C -3.91662 -2.66098 -0.19166
H 0.59696 0.42807 -4.40745
H 0.23358 2.00436 -3.65233
H -1.02867 1.13001 -4.54711
H -0.53290 -1.95755 -4.67913
H -1.27817 -3.24244 -3.75711
H 0.35838 -2.72123 -3.35403
H -3.06369 -0.89451 -4.37564
H -3.50716 0.20646 -3.07171
H -3.84879 -1.50128 -2.93297
H -1.72491 -4.41268 -0.38139
H -0.08231 -5.03585 -0.36200
H -0.74192 -4.36820 -1.84661
H -0.41430 -3.45191 2.08484
H 0.28854 -1.84367 2.19388
H 1.29761 -3.22120 1.76047
H 1.72486 -1.90524 -1.95959
H 2.04997 -3.47206 -1.24015
H 2.42965 -2.00865 -0.34392
H -3.19611 1.22937 0.45307
H -4.66565 0.30550 0.69769
H -4.06215 0.53428 -0.93836
H -1.77559 -0.68838 2.52728
H -2.26242 -2.38877 2.49099
H -3.47746 -1.13251 2.65673
H -3.98779 -2.80908 -1.26849
H -4.92388 -2.44970 0.17806
H -3.60911 -3.60698 0.25375
C -3.81310 4.48538 -2.62843
C -3.71469 2.98337 -2.78673
N -2.47806 2.52408 -2.15470
C -1.87706 3.12319 -1.12452
N -0.78178 2.49958 -0.58951
C 0.06928 3.28506 0.35129
C -0.14163 4.77268 0.18530
C -1.61565 5.05790 0.33863
N -2.34570 4.27967 -0.66792
C -3.61932 4.82885 -1.16568
H -4.78536 4.83869 -2.96685
H -3.04715 4.97824 -3.22969
H -3.68097 2.69479 -3.83615
H -4.57240 2.48769 -2.32432
H -2.06606 1.65911 -2.46118
H 1.11175 3.02941 0.16244
H -0.16396 2.99354 1.37777
H 0.19737 5.11020 -0.79681
H 0.43335 5.30765 0.93999
H -1.83944 6.10631 0.15133
H -1.97367 4.81064 1.34121
H -3.58533 5.90520 -1.01425
H -4.43686 4.43358 -0.55765

2S+1: 2
Highest occupied orbital energy (spin up / spin down): -0.4622 / -0.4623 Eh
Energy above the lowest of the compared OMol25 structures with the same formula, charge and spin: 0.0 kcal per mole
Total charge: +2
Frontier orbital gap (spin up / spin down): 5.535 / 6.048 eV

These are the Mulliken partial charges, in e, on atoms 1 to 6: V -1.303; Br -0.143; C -0.050; C -0.471; C -0.348; C -0.012

=====

(3)
Density functional theory data (ωB97M-V/def2-TZVPD) for a 7-piece molecular cluster, C19H23Cl9F12O8 overall.

Geometry (Å):
C -0.01853 -1.41862 -3.18194
C 0.10446 -1.44585 -4.76764
O -0.91689 -0.74024 -5.47356
C -0.96901 0.59800 -5.46894
O -0.42433 1.38793 -4.67506
C -1.82536 1.26103 -6.53973
F -2.81972 1.91724 -5.92703
F -1.19715 2.14668 -7.28018
F -2.35487 0.30993 -7.29956
H 0.63083 -0.60835 -2.85045
H 0.19914 -2.39774 -2.75527
H -0.90531 -1.07084 -2.65205
H 0.01084 -2.42271 -5.24206
H 1.03956 -1.07590 -5.18812
C -0.07593 1.10139 8.02450
C -0.29219 -0.22620 7.27830
O -0.88153 0.17400 6.03145
C -1.53084 -0.70229 5.22474
O -1.83500 -1.84570 5.53047
C -2.13875 -0.00937 3.96331
F -2.87131 -0.86813 3.26575
F -2.88753 1.05672 4.26089
F -1.13899 0.43748 3.13978
H 0.50404 1.80516 7.42747
H 0.60462 1.05379 8.87461
H -0.95837 1.58004 8.44909
H -0.95248 -0.92910 7.78630
H 0.65817 -0.75590 7.21253
C -2.49647 -2.92209 0.27023
C -3.38587 -1.91867 -0.34117
O -3.43957 -2.04494 -1.73411
C -4.49955 -1.47041 -2.40829
O -5.46654 -0.85917 -1.89117
C -4.44753 -1.76730 -3.92597
F -5.37902 -2.58112 -4.23333
F -4.73795 -0.65415 -4.62393
F -3.26013 -2.40733 -4.26515
H -2.71497 -2.90454 1.33796
H -1.47012 -2.77417 -0.06565
H -2.81168 -3.88150 -0.13998
H -3.07107 -0.88108 -0.22979
H -4.35709 -2.18070 0.07857
C 6.81817 -2.94067 2.59644
C 6.49919 -1.73179 3.56892
O 6.29658 -0.52376 2.83479
C 5.23694 -0.26765 1.98658
O 4.33946 -1.15035 1.79582
C 5.20476 1.16564 1.31815
F 3.90928 1.55840 1.17471
F 6.06128 2.10017 1.83557
F 5.65379 0.98292 0.07574
H 7.77038 -3.42008 2.82347
H 6.90714 -2.55737 1.57994
H 6.04809 -3.70315 2.71345
H 7.23383 -1.57253 4.35825
H 5.70806 -2.10634 4.21848
C 0.41442 5.07310 -4.36963
Cl 1.56711 4.56684 -5.66721
Cl -1.25123 4.89434 -4.94209
Cl 0.59482 6.83709 -3.90820
H 0.51501 4.38191 -3.53282
C 0.84881 1.15060 -0.00035
Cl -0.08589 -0.24027 -0.01209
Cl 0.51219 2.13224 1.34379
Cl 0.62305 2.20567 -1.47878
H 1.87822 0.79612 0.05213
C -2.82503 2.59514 -1.01673
Cl -2.08046 4.14875 -1.45694
Cl -3.41232 1.77290 -2.48771
Cl -4.14545 2.81428 0.15394
H -2.05987 1.97239 -0.55325

2S+1: 2
Highest occupied orbital energy (spin up / spin down): -0.4788 / -0.4788 Eh
Total charge: +1
Frontier orbital gap (spin up / spin down): 8.595 / 2.947 eV

These are the Mulliken partial charges, in e, on atoms 1 to 6: C -0.693; C -0.604; O -0.184; C 0.582; O -0.041; C 0.628

=====

Number 1: strongest force on any atom 0.595 eV/A. Number 2: strongest force on any atom 1.218 eV/A. Number 3: strongest force on any atom 5.854 eV/A.